DFT (the ωB97M-V functional and the def2-TZVPD basis) results for a 3-piece molecular cluster, C3H15N2O3 overall at a distorted geometry.

```
23
Properties=species:S:1:pos:R:3:forces:R:3
N 0.0099 0.7300 0.1966 0.02 0.15 1.95
C 0.0332 -0.3414 1.2704 1.52 -0.54 -1.12
C -0.9506 -0.1372 2.3457 -2.10 0.00 2.76
O -0.5984 1.0601 3.0184 1.42 0.67 -0.66
C -0.0759 -1.6317 0.4261 -0.09 -0.48 1.03
N 0.9964 -1.6685 -0.5344 0.22 0.46 -0.70
H 0.1853 1.6568 0.5899 0.27 -0.11 -0.03
H -0.9157 0.7866 -0.2248 0.12 -0.08 -0.64
H 0.7180 0.4488 -0.5012 -0.29 0.12 -0.14
H 1.0407 -0.2851 1.7527 -0.64 -0.04 -0.49
H -0.9810 -0.9744 3.1043 0.59 0.38 -1.04
H -2.0080 -0.0540 2.0837 0.02 -0.14 -0.89
H -1.1771 1.4377 3.6825 -0.53 -0.60 -0.05
H -0.0464 -2.5080 1.0914 -0.35 0.27 -0.02
H -1.0218 -1.6278 -0.1323 0.09 -0.06 0.29
H 1.8953 -1.9593 -0.1680 -0.22 -0.16 0.01
H 0.7423 -2.2261 -1.3394 0.26 -0.04 0.11
H 1.2556 0.2303 -3.4366 0.75 0.23 -0.65
H 2.0815 1.6312 -3.2627 0.04 -0.37 -0.70
O 1.5346 0.9508 -2.8664 -0.57 -0.04 1.16
H -0.2310 1.1925 -2.6106 -0.08 -0.10 0.53
H -1.4266 2.0681 -2.3981 -0.27 -0.49 0.26
O -1.0604 1.2206 -2.0870 -0.19 0.96 -0.99
```
Positions in Å, forces in eV/Å.

Computed properties:
Frontier orbital gap ... 10.96 eV
Charge ... +1
E_HOMO ... -13.666 eV


DFT (the ωB97M-V functional and the def2-TZVPD basis) results for the molecule C19H38O2.

```
59
Properties=species:S:1:pos:R:3:forces:R:3
C -4.7243 8.1752 -0.8246 0.15 -0.09 -0.20
C -3.6085 7.2653 -1.3232 -0.12 0.02 0.34
C -3.0027 6.4351 -0.1940 0.15 -0.02 -0.50
C -1.8857 5.5201 -0.6892 -0.16 0.03 0.49
C -1.2730 4.6939 0.4392 0.15 -0.03 -0.49
C -0.1550 3.7827 -0.0620 -0.15 -0.03 0.47
C 0.4640 2.9643 1.0690 0.22 0.01 -0.27
C 1.6768 2.1424 0.6287 -0.14 -0.03 -0.04
C 1.3723 1.0162 -0.3617 0.07 -0.04 0.33
C 0.5760 -0.1293 0.2599 -0.10 0.08 -0.35
C 0.2047 -1.2240 -0.7418 0.27 -0.04 0.25
C 1.4124 -1.9881 -1.2808 -0.29 0.01 -0.25
C 1.0267 -3.1546 -2.1918 -0.02 0.01 0.15
C 0.3292 -4.3305 -1.5029 0.23 -0.05 -0.14
C 1.1911 -5.0363 -0.4465 -0.30 0.15 0.08
C 0.8451 -4.6254 0.9845 0.26 -0.22 -0.04
C 1.7875 -5.2767 2.0001 -0.21 0.04 -0.07
C 1.6034 -6.7757 2.0196 0.10 0.19 0.08
O 0.5551 -7.3487 2.1541 -0.11 -0.06 -0.02
O 2.7755 -7.4087 1.8695 0.29 0.19 -0.04
C 2.7299 -8.8287 1.8813 -0.22 -0.32 0.03
H -5.5235 7.5883 -0.3769 -0.12 -0.02 0.07
H -5.1422 8.7548 -1.6446 -0.11 0.10 -0.01
H -4.3464 8.8659 -0.0737 -0.01 0.10 0.09
H -2.8251 7.8714 -1.7844 0.03 -0.04 -0.08
H -4.0024 6.5955 -2.0912 0.06 -0.01 -0.07
H -2.6072 7.1051 0.5732 -0.02 0.02 0.10
H -3.7864 5.8305 0.2690 -0.04 0.00 0.09
H -1.1050 6.1253 -1.1568 0.04 0.00 -0.09
H -2.2829 4.8481 -1.4541 0.02 -0.01 -0.09
H -2.0520 4.0867 0.9068 -0.04 0.00 0.09
H -0.8768 5.3664 1.2040 -0.02 0.01 0.09
H -0.5606 3.1153 -0.8242 0.02 0.00 -0.12
H 0.6215 4.3912 -0.5321 0.05 0.00 -0.10
H -0.2950 2.3094 1.4999 -0.06 0.01 0.10
H 0.7857 3.6490 1.8581 -0.07 0.00 0.07
H 2.4037 2.8196 0.1728 0.07 0.03 0.07
H 2.1456 1.7076 1.5154 0.11 0.00 0.00
H 0.8258 1.4146 -1.2177 0.00 -0.01 -0.14
H 2.3237 0.6294 -0.7317 -0.01 0.01 -0.11
H -0.3470 0.2667 0.6875 -0.01 0.00 0.12
H 1.1561 -0.5672 1.0766 -0.01 -0.01 0.11
H -0.3389 -0.7776 -1.5781 -0.09 -0.02 -0.05
H -0.4720 -1.9234 -0.2470 -0.10 -0.02 -0.05
H 2.0359 -1.3043 -1.8604 0.10 0.00 0.07
H 2.0168 -2.3536 -0.4494 0.13 0.02 0.10
H 1.9328 -3.5301 -2.6748 -0.02 -0.03 -0.09
H 0.3701 -2.7777 -2.9803 0.04 0.02 -0.09
H 0.0619 -5.0477 -2.2819 -0.10 0.02 0.02
H -0.6032 -3.9962 -1.0467 -0.12 -0.04 0.00
H 1.0525 -6.1165 -0.5288 0.08 -0.05 -0.02
H 2.2462 -4.8300 -0.6408 0.11 -0.04 -0.01
H -0.1768 -4.9358 1.2110 -0.04 0.09 0.01
H 0.9042 -3.5425 1.0921 -0.05 0.07 0.03
H 2.8294 -5.0525 1.7711 -0.03 0.05 0.06
H 1.5558 -4.9053 3.0010 0.07 -0.06 0.03
H 3.7471 -9.1685 1.7050 -0.04 0.03 0.01
H 2.3671 -9.1881 2.8463 0.04 -0.01 -0.08
H 2.0614 -9.1925 1.0983 0.07 -0.01 0.07
```
Positions in Å, forces in eV/Å.

Computed properties:
Frontier orbital gap ... 11.31 eV
E_HOMO ... -10.383 eV


DFT (the ωB97M-V functional and the def2-TZVPD basis) results for a 8-piece molecular cluster, C42H91BF6N9P overall at a distorted geometry.

```
150
Properties=species:S:1:pos:R:3:forces:R:3
B 4.8007 20.0836 13.8209 -0.08 -0.09 -0.03
H 3.9989 19.6170 13.2698 -3.18 -1.92 -2.23
H 4.9417 19.5740 14.7614 0.86 -2.33 3.83
H 5.6891 20.1546 13.2126 3.78 0.07 -2.38
H 4.5075 21.0895 14.0786 -1.32 4.38 1.01
C -0.0144 24.7816 20.9953 -0.56 0.57 -0.07
C 1.4552 25.1834 21.3291 -2.27 1.09 1.36
N 2.3482 24.4563 20.5271 3.11 -4.48 -1.76
C 3.2701 24.8547 19.5368 0.09 -2.46 0.00
C 3.9851 23.6932 19.1099 -2.04 1.97 1.67
N 3.5188 22.6453 19.8842 -2.14 1.23 0.63
C 2.5000 23.0766 20.7036 1.78 1.97 -1.87
C 4.0673 21.2940 19.8544 0.25 -0.23 -0.01
H -0.2746 23.7238 21.0334 0.89 -0.34 -0.11
H -0.3299 25.1394 20.0153 0.29 0.02 -0.13
H -0.7940 25.1417 21.6666 0.54 0.70 0.36
H 1.6638 25.0241 22.3871 0.07 -0.51 -0.01
H 1.7056 26.2415 21.2532 -0.52 0.08 -0.56
H 3.2830 25.8680 19.1631 0.14 -0.11 0.16
H 4.7181 23.5428 18.3311 -0.01 0.14 0.20
H 1.9144 22.4329 21.3433 0.15 0.24 0.13
H 3.5100 20.5510 19.2840 -0.34 0.51 -0.28
H 4.1010 20.9120 20.8747 0.49 0.16 -0.08
H 5.0381 21.4261 19.3765 0.10 -0.50 0.42
C -0.8249 26.6471 8.8936 -1.34 -1.30 0.13
C 0.5387 27.1290 8.5479 -1.27 0.43 -0.60
N 1.5297 26.2981 9.2333 2.66 0.69 1.84
C 1.6630 24.9047 9.2397 0.73 1.13 0.49
C 2.7706 24.5923 10.0084 -1.30 0.74 -1.23
N 3.2810 25.7855 10.4904 -1.71 0.86 -1.30
C 2.5509 26.8274 10.0302 -1.23 -2.62 -1.30
C 4.4538 25.9008 11.3002 0.39 -0.51 0.59
H -1.0809 26.7839 9.9442 0.02 -0.25 -0.02
H -0.8580 25.6040 8.5790 -0.10 -0.41 0.68
H -1.6646 26.9904 8.2894 0.40 0.91 -0.06
H 0.5879 28.1786 8.8379 0.83 -0.13 -0.03
H 0.5535 27.0265 7.4629 1.01 0.13 0.01
H 0.9769 24.2741 8.6939 0.19 -0.02 0.05
H 3.2395 23.6205 10.0556 0.08 0.19 0.57
H 2.7952 27.8652 10.2032 -0.28 -0.08 -0.05
H 5.2144 25.3516 10.7453 0.44 0.34 0.48
H 4.2344 25.4138 12.2504 0.32 -0.09 0.00
H 4.7003 26.9413 11.5114 0.09 -0.14 -0.36
C 9.7208 18.0354 4.2227 0.11 0.16 -0.39
C 10.0276 17.1608 5.4538 0.22 0.86 -0.78
N 8.9376 17.1348 6.4112 -4.21 -0.25 1.53
C 8.4902 18.2154 7.2305 -0.83 -2.80 1.64
C 7.4903 17.6646 8.0930 0.72 0.71 -2.80
N 7.1127 16.4507 7.5591 3.19 -0.57 -0.86
C 8.0295 16.0934 6.5805 0.70 2.36 1.62
C 6.0489 15.5957 8.0814 -0.37 -0.19 0.00
H 9.5402 19.0809 4.4724 -0.38 -0.11 0.33
H 8.9168 17.6546 3.5929 -0.29 -0.05 0.41
H 10.5433 18.1300 3.5138 0.46 -0.49 0.36
H 10.8421 17.6080 6.0236 0.35 -0.36 -0.29
H 10.2294 16.1289 5.1664 0.20 0.13 0.12
H 8.9320 19.2008 7.2448 0.15 -0.28 -0.08
H 6.9226 17.9968 8.9496 0.15 0.62 -0.25
H 8.2269 15.0902 6.2325 -0.45 0.11 -0.31
H 5.2746 15.5764 7.3144 -0.14 -0.24 0.30
H 5.6531 16.0011 9.0125 0.01 0.35 -0.28
H 6.3977 14.5964 8.3418 0.18 0.04 -0.42
C 15.0153 18.0616 10.7018 0.17 0.12 -0.96
C 14.6909 18.6154 12.0829 -0.72 -0.73 -0.67
C 13.3273 19.4510 11.9756 3.37 -0.33 2.10
N 12.9983 20.1485 13.3658 -2.48 -0.29 -0.89
C 13.8340 21.4004 13.5886 -0.99 -1.20 0.42
C 13.0207 19.2077 14.5541 3.18 -0.32 -0.43
C 12.2016 19.7718 15.6640 -0.93 0.62 -1.16
C 11.0112 20.3177 14.8484 -0.87 -0.09 1.08
C 11.4826 20.5133 13.4250 0.48 0.88 -1.13
H 15.9041 17.4310 10.6814 0.16 0.21 0.37
H 15.1874 18.8500 9.9690 -0.04 0.04 -0.09
H 14.2462 17.3962 10.3095 -0.35 0.17 0.07
H 15.5848 19.1276 12.4390 -0.41 0.50 0.21
H 14.6138 17.6759 12.6303 -0.47 0.40 0.83
H 12.5800 18.7344 11.6347 -0.40 0.64 0.27
H 13.6174 20.2542 11.2983 -0.88 0.02 -0.14
H 13.3584 21.9084 14.4275 0.18 0.18 -0.11
H 13.7431 22.0118 12.6908 0.50 -0.07 0.16
H 14.8150 21.0477 13.9071 0.16 0.46 -0.52
H 14.0659 19.2821 14.8544 0.19 -0.96 0.01
H 12.8069 18.2242 14.1358 -0.28 -0.01 0.47
H 12.7533 20.6153 16.0790 -0.07 -0.19 0.36
H 11.9073 19.0776 16.4511 0.23 0.00 -0.21
H 10.6138 21.1888 15.3694 0.03 0.28 -0.53
H 10.1787 19.6144 14.8272 0.09 -0.14 0.10
H 11.3678 21.5232 13.0310 0.08 0.07 0.17
H 10.9570 19.8808 12.7096 0.16 -0.21 0.22
C -0.8080 16.2162 15.2205 -0.72 0.15 -0.03
C -1.6688 17.4764 15.3759 -0.01 0.84 -0.46
C -0.8399 18.8122 14.9228 -1.90 -1.64 2.10
N -1.4570 20.1436 15.4266 0.65 0.83 -2.08
C -1.8313 20.1759 16.9202 0.40 0.12 -2.09
C -0.3932 21.2194 15.0699 -0.75 0.90 -0.15
C -1.1544 22.5727 14.7883 2.36 -0.36 1.74
C -2.5648 22.1907 14.6436 -2.09 -0.94 -0.19
C -2.6375 20.6482 14.5440 0.52 -0.25 0.78
H -1.3135 15.3276 15.5986 -0.55 0.10 -0.28
H 0.0548 16.2266 15.8865 0.51 0.43 -0.61
H -0.6474 16.0803 14.1510 0.79 -0.28 0.23
H -2.1417 17.4146 16.3560 0.71 0.94 0.60
H -2.5869 17.4162 14.7914 0.25 -0.10 -0.70
H -0.7812 18.8579 13.8353 0.06 0.08 0.18
H 0.1445 18.7341 15.3842 0.07 0.22 -0.21
H -0.9422 19.7547 17.3893 -0.42 0.21 0.55
H -2.7553 19.6177 17.0708 0.37 -0.26 0.02
H -2.0541 21.2230 17.1252 0.39 -0.10 0.38
H 0.3319 21.2656 15.8825 0.10 -0.10 -0.30
H 0.0458 21.0075 14.0950 0.27 -0.91 0.44
H -0.9876 23.2247 15.6456 -0.26 0.10 0.11
H -0.7043 23.1337 13.9692 -0.11 -0.49 -0.27
H -3.1382 22.4945 15.5194 -0.23 0.33 -0.33
H -2.9616 22.6061 13.7172 -0.50 0.04 0.34
H -3.4906 20.1139 14.9623 -0.35 0.53 -0.31
H -2.5184 20.3819 13.4938 0.42 -0.53 0.23
C 9.8402 9.4165 18.0585 -0.56 -0.31 0.16
C 8.4400 9.6067 18.6928 0.07 -0.28 -0.28
C 7.3440 10.2753 17.8732 -0.24 1.43 0.58
N 7.3643 11.8888 17.9289 0.24 0.23 -1.11
C 7.1979 12.3822 19.3868 0.59 -1.10 -0.94
C 6.2217 12.5258 17.0930 0.57 0.32 -0.24
C 6.6548 13.9956 16.8545 -2.67 0.12 -1.07
C 8.0938 13.9925 16.8719 4.10 -0.29 2.58
C 8.6139 12.5346 17.1831 -1.83 0.35 0.73
H 10.2408 8.4958 18.4827 0.40 0.35 0.33
H 10.5170 10.2578 18.2075 0.02 -0.15 0.04
H 9.8060 9.1570 17.0004 -0.30 0.37 -0.18
H 8.4818 10.0162 19.7021 0.22 0.25 -0.07
H 8.0553 8.6081 18.9000 -0.17 -0.13 -0.22
H 6.3566 10.0387 18.2697 0.03 0.06 0.22
H 7.3173 9.9197 16.8432 0.32 0.58 -0.19
H 8.0294 12.0574 20.0123 0.22 0.12 -0.38
H 6.3414 11.8260 19.7679 -0.27 0.56 -0.03
H 7.1326 13.4699 19.4131 -0.32 -0.25 -0.09
H 5.2632 12.4122 17.5994 0.15 -0.20 -0.14
H 6.2600 12.0482 16.1140 -0.31 -0.45 0.26
H 6.1229 14.7326 17.4562 0.43 -0.28 0.75
H 6.4741 14.4425 15.8769 -1.17 -0.98 -0.43
H 8.4194 14.5601 17.7436 0.31 0.31 -0.02
H 8.6010 14.4680 16.0324 -0.12 -0.43 -0.13
H 9.4252 12.4617 17.9073 0.18 0.09 -0.51
H 8.7762 12.0049 16.2444 0.08 -0.42 0.40
P -0.3893 18.4989 7.6431 -0.90 -0.18 0.36
F -0.7311 19.9273 6.9367 0.89 -0.54 -0.96
F 0.8367 18.0130 6.6175 -1.44 1.09 0.15
F 0.6837 19.2586 8.5618 1.36 0.37 0.14
F -0.0721 17.1241 8.4717 -0.77 0.22 -0.21
F -1.4840 18.9815 8.7871 -0.39 -1.05 -0.06
F -1.5764 17.8017 6.7395 1.46 0.25 0.84
```
Positions in Å, forces in eV/Å.

Computed properties:
Frontier orbital gap ... 6.42 eV
Charge ... +4
E_HOMO ... -13.324 eV


DFT (the ωB97M-V functional and the def2-TZVPD basis) results for a 2-piece molecular cluster, C3H7NO3 overall.

```
14
Properties=species:S:1:pos:R:3:forces:R:3
O -0.1702 -2.7652 0.7516 0.17 -0.14 0.26
C -0.1712 -1.5696 0.7976 -0.27 0.35 -0.43
C -1.0431 -0.7464 -0.1521 -0.35 -0.86 0.26
N -1.4540 0.5254 0.3656 0.16 0.08 0.25
C -0.6468 1.6037 0.2753 0.26 0.23 -0.09
O 0.4314 1.5938 -0.2840 -0.07 -0.05 -0.03
H 0.4796 -0.9739 1.4713 -0.03 -0.18 0.08
H -0.4453 -0.6415 -1.0527 -0.10 0.29 -0.23
H -1.9543 -1.3148 -0.3817 0.42 -0.06 -0.08
H -2.1925 0.5104 1.0496 -0.10 0.30 -0.12
H -1.0539 2.5231 0.7125 -0.11 -0.02 0.15
O 3.0622 0.6025 -1.0643 0.03 -0.10 0.10
H 2.1558 0.7380 -0.7589 -0.05 0.21 -0.06
H 3.0022 -0.0856 -1.7299 0.03 -0.05 -0.07
```
Positions in Å, forces in eV/Å.

Computed properties:
Frontier orbital gap ... 10.51 eV
E_HOMO ... -10.079 eV


LUMO level? In order: -2.71; 0.93; -6.90; 0.43 eV.